(1)
{
  "formula": "C60H120O30S8",
  "method": "ωB97M-V/def2-TZVPD",
  "charge": 0,
  "orbital_gap_ha": 0.364,
  "lumo_ev": 0.025,
  "e_homo_ev": -9.89,
  "symbols": ["S", "S", "S", "S", "S", "S", "S", "S", "O", "O", "O", "O", "O", "O", "O", "O", "O", "O", "O", "O", "O", "O", "O", "O", "O", "O", "O", "O", "O", "O", "O", "O", "O", "O", "O", "O", "O", "O", "C", "C", "C", "C", "C", "C", "C", "C", "C", "C", "C", "C", "C", "C", "C", "C", "C", "C", "C", "C", "C", "C", "C", "C", "C", "C", "C", "C", "C", "C", "C", "C", "C", "C", "C", "C", "C", "C", "C", "C", "C", "C", "C", "C", "C", "C", "C", "C", "C", "C", "C", "C", "C", "C", "C", "C", "C", "C", "C", "C", "H", "H", "H", "H", "H", "H", "H", "H", "H", "H", "H", "H", "H", "H", "H", "H", "H", "H", "H", "H", "H", "H", "H", "H", "H", "H", "H", "H", "H", "H", "H", "H", "H", "H", "H", "H", "H", "H", "H", "H", "H", "H", "H", "H", "H", "H", "H", "H", "H", "H", "H", "H", "H", "H", "H", "H", "H", "H", "H", "H", "H", "H", "H", "H", "H", "H", "H", "H", "H", "H", "H", "H", "H", "H", "H", "H", "H", "H", "H", "H", "H", "H", "H", "H", "H", "H", "H", "H", "H", "H", "H", "H", "H", "H", "H", "H", "H", "H", "H", "H", "H", "H", "H", "H", "H", "H", "H", "H", "H", "H", "H", "H", "H", "H", "H", "H", "H", "H", "H", "H"],
  "xyz": [[14.8348, 20.2082, 14.7603], [11.2558, 12.9391, 17.2126], [18.5410, 25.2992, 15.1642], [19.1208, 17.8409, 12.6566], [17.8923, 17.1545, 19.2809], [20.7463, 21.3378, 16.9492], [13.3819, 22.8043, 17.5974], [9.5647, 21.7206, 20.2127], [21.2088, 20.2033, 17.6967], [12.2343, 18.2217, 12.8504], [12.4809, 12.2103, 17.4722], [17.8131, 16.6089, 20.6165], [10.1719, 12.8096, 18.1729], [15.4524, 21.4880, 15.0085], [15.8001, 12.8367, 15.4083], [20.0445, 18.9033, 12.3234], [9.7795, 20.6207, 13.8480], [15.6864, 19.4641, 21.4172], [20.9233, 22.7424, 10.8759], [8.4407, 21.6471, 21.0872], [7.8578, 20.0578, 14.7081], [13.9894, 21.8461, 12.3289], [14.6253, 21.4380, 21.1749], [21.6374, 22.4904, 16.7718], [12.5844, 16.0587, 23.1142], [18.2856, 25.8535, 16.4166], [10.2345, 22.9604, 19.8827], [13.8839, 13.2589, 14.3082], [14.4408, 23.8966, 13.1263], [12.3443, 15.6929, 20.9153], [12.1020, 23.0195, 16.9523], [18.6912, 17.6800, 14.0306], [15.0702, 19.6485, 13.4307], [18.9188, 23.7775, 11.3086], [12.6953, 17.8464, 10.6409], [18.7571, 23.8679, 15.1173], [16.7211, 17.8839, 18.8655], [13.8056, 21.4356, 17.8184], [12.8194, 18.9324, 15.7876], [14.1237, 18.0580, 15.8578], [9.3902, 18.3108, 14.2462], [9.5497, 22.6246, 12.5763], [14.4871, 24.5477, 19.3310], [12.8269, 16.0032, 12.1702], [17.7232, 17.9646, 11.5617], [15.2893, 19.0020, 15.9843], [13.0372, 23.9520, 13.5016], [13.7265, 16.1638, 20.7040], [10.6608, 12.6493, 15.5618], [12.5923, 19.2140, 10.3202], [16.1297, 14.2301, 15.2912], [19.1619, 21.8727, 17.6791], [19.1130, 16.2631, 10.5845], [9.9945, 13.9740, 15.1953], [19.4695, 18.0486, 19.0532], [11.9550, 15.5992, 22.1544], [16.4608, 20.7989, 19.6549], [20.0811, 23.8303, 10.9192], [18.0835, 15.8616, 18.0154], [11.2541, 19.3872, 9.6677], [10.9540, 15.1123, 15.7826], [19.6082, 15.9445, 17.6368], [14.9183, 24.9800, 17.8972], [16.5291, 14.7267, 13.9243], [14.3203, 10.9880, 15.0768], [12.5424, 17.4724, 11.9076], [10.4403, 20.2435, 18.1855], [13.2645, 23.6622, 19.1476], [19.6985, 20.9965, 9.8088], [9.1852, 20.9364, 18.6476], [17.6564, 27.1724, 13.4057], [19.8161, 26.1860, 14.2234], [20.7511, 25.0082, 10.4151], [12.8153, 25.3711, 14.0257], [14.8910, 19.0512, 22.4915], [13.0402, 20.2686, 15.0569], [16.1360, 22.7142, 11.7624], [19.1631, 26.9494, 13.1183], [17.6781, 16.8029, 10.6599], [15.4493, 20.6432, 20.8020], [9.4547, 22.0754, 13.9634], [11.6745, 14.6463, 17.0552], [8.9451, 19.7380, 14.2733], [19.9453, 17.4247, 17.7269], [13.7397, 17.2475, 19.6869], [20.2793, 21.4523, 11.1144], [11.0654, 19.6703, 19.5198], [19.6842, 16.2794, 11.9797], [14.7518, 23.7805, 16.9416], [10.7099, 14.9205, 22.3102], [18.1931, 21.0404, 16.8605], [10.7761, 20.5060, 20.6955], [14.6636, 12.4467, 14.8283], [18.6084, 20.8096, 15.4303], [14.7647, 22.7706, 12.4398], [20.1511, 20.8407, 15.3378], [15.5561, 17.8965, 23.1631], [17.2051, 25.9159, 14.0790], [11.1674, 18.8575, 8.6540], [14.2754, 15.2895, 20.3748], [8.3259, 20.2030, 18.8183], [16.8355, 17.9826, 12.1718], [17.5793, 14.4572, 13.6361], [13.9033, 18.8121, 22.1677], [12.6633, 21.0794, 15.6746], [20.4935, 19.8518, 15.0567], [21.0038, 20.7662, 11.5560], [18.9631, 20.1919, 9.8736], [21.7930, 24.7998, 10.2857], [19.3593, 19.1352, 18.9266], [14.7661, 17.3898, 19.4049], [20.5828, 21.4812, 14.5607], [19.1544, 26.3634, 12.2549], [10.0574, 18.0002, 13.4401], [10.4952, 22.3739, 12.1132], [10.6340, 18.6839, 19.6424], [10.4320, 19.0609, 10.2834], [16.1549, 21.7824, 11.1933], [13.0961, 15.5182, 11.2536], [20.4923, 25.4226, 13.7712], [10.3319, 20.0645, 21.5996], [14.0603, 16.5373, 21.6395], [12.4379, 23.6675, 12.7027], [8.7748, 22.1802, 11.9904], [12.5529, 19.1090, 16.8269], [14.1904, 25.4455, 19.9059], [13.4031, 25.4757, 14.9153], [17.0065, 22.7794, 12.4516], [13.3350, 19.5077, 9.5568], [10.3056, 19.4670, 17.4902], [15.7420, 14.4434, 13.2465], [20.1099, 17.6932, 19.8085], [17.1262, 25.1152, 13.4055], [14.7835, 17.2235, 23.4908], [8.8680, 21.7794, 18.0161], [11.6749, 15.4001, 14.9556], [9.9854, 11.8204, 15.6690], [19.0331, 21.5426, 18.7294], [19.0937, 21.8987, 9.4190], [11.6453, 21.0526, 21.1474], [16.2331, 23.5255, 11.0588], [16.5900, 15.7731, 13.9383], [20.4009, 26.8849, 14.8885], [20.7670, 16.3257, 12.1199], [18.2498, 19.9294, 14.8664], [17.1292, 21.3299, 16.8477], [20.9801, 17.6597, 17.4214], [16.9929, 16.0333, 10.9923], [14.2277, 17.4975, 14.9005], [17.2713, 20.1248, 19.6832], [10.3990, 16.0697, 15.9638], [17.3089, 17.0784, 9.6273], [11.5870, 12.4672, 14.9788], [15.2295, 24.0032, 19.8872], [20.3880, 20.7614, 8.9630], [8.4198, 22.1656, 14.3052], [19.0723, 22.9298, 17.5354], [15.9917, 25.3215, 17.9666], [15.2987, 14.8464, 15.6840], [11.9600, 15.5976, 12.6680], [12.7537, 14.7868, 16.9940], [15.6111, 23.1229, 16.9979], [8.5161, 17.6736, 14.2929], [16.7556, 21.8360, 19.5474], [20.2870, 25.2990, 9.4821], [12.5284, 20.2813, 14.1032], [13.3441, 18.1777, 20.1407], [12.9284, 23.1551, 14.2278], [17.4778, 28.0435, 14.0060], [19.2999, 17.8169, 16.8608], [16.8935, 14.3411, 16.0459], [14.2684, 25.7455, 17.5280], [12.1887, 19.6214, 19.3361], [14.5625, 23.9853, 15.8785], [13.4710, 10.7478, 14.4218], [20.5652, 25.8099, 11.1499], [9.8757, 15.7117, 22.3826], [13.8783, 10.8774, 16.0539], [19.1423, 15.2892, 10.1376], [19.8534, 15.5007, 16.6823], [9.7454, 14.0052, 14.1940], [11.0723, 20.4356, 9.4317], [14.1226, 17.3122, 16.6564], [12.6305, 19.8526, 11.2518], [17.8184, 18.9251, 11.0944], [12.2793, 24.0930, 18.9634], [16.2511, 17.3468, 22.5296], [13.6146, 16.0019, 12.9410], [12.9977, 26.0986, 13.2399], [11.7464, 25.4996, 14.3690], [9.4039, 23.6645, 12.5085], [15.2198, 10.3152, 14.8949], [15.2963, 19.5236, 16.9533], [11.3068, 15.1371, 17.9717], [13.1337, 22.9397, 19.9649], [20.1654, 15.4278, 18.3966], [18.0943, 20.0609, 17.3556], [16.2651, 18.6470, 15.7211], [15.8386, 20.5376, 18.7695], [17.8335, 14.9046, 18.4114], [14.7865, 19.8492, 23.2088], [10.4821, 14.4444, 21.3707], [11.0763, 20.9727, 17.7318], [16.1733, 18.1434, 24.0597], [12.0382, 18.3646, 15.3517], [9.0423, 14.0669, 15.7058], [19.3496, 15.5348, 12.7607], [19.6613, 27.8585, 12.7900], [13.2535, 17.0672, 18.6866], [10.6380, 14.4116, 23.2533], [19.7882, 16.9202, 10.0516], [10.0019, 18.2300, 15.1748], [10.1373, 22.5561, 14.7408], [17.4354, 16.2253, 17.1631], [18.3626, 21.6083, 14.7742], [19.4967, 21.5622, 11.8930], [17.1517, 27.5137, 12.5405], [16.3813, 26.0136, 14.7528]]
}

(2)
{
  "formula": "C3H8N2",
  "method": "ωB97M-V/def2-TZVPD",
  "charge": 1,
  "e_above_lowest_kcal_mol": 120.3,
  "orbital_gap_ha": [0.369, 0.322],
  "lumo_ev": [-6.524, -7.806],
  "multiplicity": 2,
  "e_homo_ev": [-16.56, -16.57],
  "symbols": ["N", "N", "C", "C", "C", "H", "H", "H", "H", "H", "H", "H", "H"],
  "xyz": [[-2.2229, -0.1854, -0.6794], [-0.1008, -0.6963, 0.6263], [1.9570, 0.4476, 0.0270], [-1.4557, -0.8678, 0.1831], [0.4787, 0.2798, -0.3182], [-1.0413, -0.1433, 1.1527], [2.3654, -0.5750, -0.0076], [-1.8588, -1.8654, 0.3949], [-2.8562, 0.4860, -0.2509], [0.3271, 0.0096, -1.3548], [1.9895, 0.7478, 1.0728], [-0.0829, 1.2450, -0.2027], [2.5009, 1.1175, -0.6431]]
}

(3)
{
  "formula": "C45H74Cl2F17N2O15PS2",
  "method": "ωB97M-V/def2-TZVPD",
  "charge": 0,
  "orbital_gap_ha": 0.333,
  "lumo_ev": 0.250,
  "smiles": "CCCCCCCCCCCCC[C@@](CC(=O)F)(N(F)S(C)(=O)=O)[C@](C[C@H](C)Cl)(O[C@@H](S)CCCN)P(O)Cl.CCOC(=O)C(F)(F)F.CCOC(=O)C(F)(F)F.CCOC(=O)C(F)(F)F.CCOC(=O)C(F)(F)F.CCOC(=O)C(F)(F)F",
  "e_homo_ev": -8.80,
  "symbols": ["Cl", "Cl", "S", "S", "P", "F", "F", "F", "F", "F", "F", "F", "F", "F", "F", "F", "F", "F", "F", "F", "F", "F", "O", "O", "O", "O", "O", "O", "O", "O", "O", "O", "O", "O", "O", "O", "O", "N", "N", "C", "C", "C", "C", "C", "C", "C", "C", "C", "C", "C", "C", "C", "C", "C", "C", "C", "C", "C", "C", "C", "C", "C", "C", "C", "C", "C", "C", "C", "C", "C", "C", "C", "C", "C", "C", "C", "C", "C", "C", "C", "C", "C", "C", "C", "H", "H", "H", "H", "H", "H", "H", "H", "H", "H", "H", "H", "H", "H", "H", "H", "H", "H", "H", "H", "H", "H", "H", "H", "H", "H", "H", "H", "H", "H", "H", "H", "H", "H", "H", "H", "H", "H", "H", "H", "H", "H", "H", "H", "H", "H", "H", "H", "H", "H", "H", "H", "H", "H", "H", "H", "H", "H", "H", "H", "H", "H", "H", "H", "H", "H", "H", "H", "H", "H", "H", "H", "H", "H"],
  "xyz": [[-3.1090, -4.1465, -1.9308], [-8.6000, -0.3211, -1.1020], [-5.7382, 1.0609, 0.2352], [-6.0179, -5.0278, 0.4269], [-5.1180, -3.8608, -2.3731], [7.3609, 3.2200, 2.8024], [-5.9000, 0.9110, -2.2975], [13.1412, -2.7623, 1.6679], [-4.3333, 8.7531, -1.4906], [-0.7955, 4.1849, -0.6020], [4.0294, 5.5305, 8.3322], [12.8891, -1.0817, 3.0115], [0.7631, 2.7171, -0.9177], [-3.7229, -3.0314, 0.9051], [-1.0727, 2.1655, 0.1256], [8.8960, 3.7458, 1.3639], [2.6897, 4.3913, 7.0591], [8.4388, 1.6606, 1.7523], [-3.8173, 9.1475, -3.5558], [2.3794, 6.5167, 7.3348], [13.7214, -2.9422, 3.7508], [-5.8993, 9.0407, -2.9652], [9.3697, 3.4057, 4.5013], [10.6893, 2.2801, 3.0475], [-6.7486, 2.0174, -0.1342], [-3.4937, -1.0851, 1.9207], [-6.1101, -2.4223, -0.2758], [5.2487, 5.0701, 6.0058], [-6.0033, 0.0681, 1.2264], [-0.3908, 4.1778, 2.0126], [11.2575, -4.1494, 2.9413], [-4.9547, -3.3505, -3.9272], [10.6198, -2.1790, 3.8484], [-4.2136, 6.5547, -4.0643], [1.6064, 3.2113, 1.5633], [-5.3447, 6.3762, -2.1142], [3.8749, 6.6408, 5.1337], [-9.5990, -5.8401, 0.0145], [-5.2893, 0.3336, -1.1950], [12.8268, -2.4071, 2.9133], [8.9246, -4.3640, 2.2379], [-8.9552, -4.0315, 1.5826], [-4.3940, 2.0763, 0.7981], [-3.6323, -1.7041, 0.8959], [-6.8897, -1.9696, -2.5965], [0.2132, -3.5150, -5.2744], [11.4064, -2.8883, 3.2930], [1.7240, -4.2100, -2.1894], [4.1902, 5.8516, 5.9757], [8.5447, 2.8662, 2.3087], [0.9201, 5.8245, 3.2650], [11.5547, 1.1024, 5.0035], [-8.3361, -1.7052, -2.1671], [-1.5178, -0.0040, -3.1485], [-4.6995, 7.0132, -3.0732], [-1.1749, -0.8068, -4.3933], [9.5901, 2.8805, 3.4486], [3.3052, 5.5722, 7.2138], [-2.9966, 0.3834, -2.9997], [7.0725, 6.3772, 5.0303], [-0.1592, 3.1394, -0.0694], [2.4457, -4.3430, -0.8513], [1.7442, -3.5683, 0.2745], [0.4876, 3.5184, 1.2824], [-6.9472, -3.5260, 0.0432], [-4.6609, -0.9760, -1.5110], [11.7748, 2.2139, 4.0054], [-4.6797, 8.5285, -2.7605], [-9.1793, -1.5059, -3.4160], [-5.6963, -2.1717, -1.5987], [2.4699, -4.6878, -4.6450], [2.1876, -5.2241, -3.2428], [-4.1996, 4.2326, -1.8757], [0.0597, 4.5854, 3.3297], [6.1603, 5.1820, 4.8830], [0.7444, -2.0930, -5.5219], [-3.5006, -1.1434, -0.4911], [-7.8511, -3.0645, 1.1759], [9.9769, -4.7502, 3.2516], [-5.4705, 4.9433, -2.2766], [-9.8860, -4.4662, 0.4575], [1.2324, -4.6161, -5.5470], [0.3349, -1.0111, -4.5317], [-3.9840, -0.7927, -2.8918], [-3.0884, -0.1592, -0.3107], [1.1853, 6.1438, 4.2721], [-3.3667, 4.4996, -2.5263], [-0.1832, -3.6076, -4.2652], [-8.9360, -0.5654, -3.8970], [-10.9222, -4.4492, 0.7786], [1.5219, -4.5598, -6.5955], [0.5845, 3.7511, 3.7931], [3.1604, -5.3795, -5.1215], [-3.4406, -1.6968, -3.1041], [-4.0997, 1.7619, 1.7907], [-3.1018, 1.0604, -2.1552], [1.8418, 5.6359, 2.7169], [-7.0090, -2.8917, -3.1650], [1.4277, -5.9990, -3.3353], [-3.2530, 0.9736, -3.8765], [-8.6564, -5.9035, -0.3527], [0.7688, -1.1680, -3.5452], [10.1726, -5.8191, 3.2337], [9.6907, -4.4665, 4.2631], [1.6920, -4.1360, 1.1975], [8.7250, -3.2940, 2.2659], [-0.8572, 4.7641, 3.8853], [-1.6496, -1.7882, -4.3574], [0.7245, -5.5749, -5.4321], [9.2500, -4.6285, 1.2320], [-3.5547, 2.0837, 0.1198], [-4.8152, 3.0704, 0.8342], [0.7636, -0.0778, -4.8990], [-1.1524, -0.5094, -2.2570], [-10.2325, -1.5254, -3.1606], [1.9095, -3.2073, -2.5685], [-5.7485, 4.7236, -3.3061], [0.6640, -4.3212, -2.0130], [-6.6185, -1.2281, -3.3363], [-6.2973, 4.6603, -1.6297], [2.5426, -5.3898, -0.5782], [7.9974, -4.8928, 2.4550], [11.8845, 3.1852, 4.4856], [0.3881, 6.6374, 2.7707], [-5.4904, -4.5441, 1.5522], [0.3864, -1.7693, -6.4994], [-9.0015, -2.3234, -4.1123], [-8.7408, -2.5688, -1.6540], [6.7286, 4.2587, 4.8993], [12.4223, 1.0183, 5.6575], [0.7251, -3.3126, -0.0120], [5.5831, 5.2199, 3.9605], [-1.5729, -0.2963, -5.2699], [-4.4580, -4.0149, -4.4211], [-2.7110, -1.6922, -0.9866], [1.8288, -2.1079, -5.6031], [-8.5666, -4.9171, 2.0758], [10.6769, 1.2935, 5.6198], [12.6564, 2.0302, 3.3963], [6.5101, 7.3099, 5.0075], [3.4355, -3.9117, -0.9760], [7.6161, 6.3244, 5.9734], [2.2537, -2.6353, 0.4809], [-7.2070, -2.8866, 2.0350], [-0.6385, -3.6621, -5.9361], [11.4056, 0.1566, 4.4903], [-0.9588, 0.9292, -3.2094], [-4.7418, -0.6901, -3.6533], [-8.2879, -2.1117, 0.8924], [2.9605, -3.7174, -4.5888], [-9.5458, -3.5072, 2.3312], [7.7928, 6.3861, 4.2133], [3.0941, -5.7007, -2.8744], [-3.9254, 4.4970, -0.8557], [-9.8038, -3.7481, -0.3660], [-4.3598, 3.1581, -1.9391], [-10.2120, -6.0900, -0.7524], [-7.5499, -3.8130, -0.8165]]
}

| no. | DFT total energy (eV) |
| --- | --- |
| 1 | -212270.3440 |
| 2 | -6208.1893 |
| 3 | -183760.0181 |